(1)
Formula: C37H33ClIN8O2SY
Source: OMol25
Level of theory: ωB97M-V/def2-TZVPD

Computed properties:
E_LUMO (hartree): -0.1943
Total charge: +2

The geometry in XYZ format:
```
84
C37H33ClIN8O2SY | OMol25 | ωB97M-V/def2-TZVPD
Y 0.132 -0.680 -0.493
C 0.191 -1.783 2.776
C 0.156 -0.306 3.152
C 1.252 0.546 2.558
C 1.573 1.754 3.011
C 2.589 2.574 2.285
C 3.605 1.750 1.464
C 3.038 0.427 1.055
N 1.916 -0.052 1.431
N -0.528 -2.086 1.500
C -1.989 -2.008 1.742
C -2.826 -1.488 0.592
C -4.206 -1.648 0.619
C -4.970 -1.068 -0.378
C -4.343 -0.354 -1.394
C -2.970 -0.264 -1.367
N -2.228 -0.813 -0.392
C -0.172 -3.460 1.068
C 1.235 -3.576 0.524
C 1.985 -4.723 0.723
C 3.238 -4.818 0.137
C 3.711 -3.765 -0.631
C 2.910 -2.648 -0.771
N 1.704 -2.552 -0.201
H -0.262 -2.387 3.569
H 1.219 -2.122 2.661
H 0.198 -0.217 4.239
H -0.813 0.121 2.871
H 1.067 2.158 3.880
H 3.080 3.293 2.937
H 4.625 1.646 1.835
H 3.573 -0.117 0.277
H -2.160 -1.336 2.583
H -2.375 -2.983 2.060
H -4.670 -2.210 1.419
H -6.047 -1.173 -0.369
H -4.903 0.111 -2.192
H -2.427 0.257 -2.150
H -0.872 -3.763 0.287
H -0.300 -4.155 1.905
H 1.592 -5.528 1.328
H 3.839 -5.707 0.276
H 4.677 -3.801 -1.115
H 3.226 -1.802 -1.375
Cl 5.816 2.743 -1.742
C 4.261 2.027 -2.006
C 4.074 1.245 -3.149
C 2.902 0.540 -3.331
I 2.703 -0.709 -4.968
C 1.859 0.639 -2.390
O 0.776 -0.132 -2.429
C 2.031 1.540 -1.333
N 0.881 1.733 -0.494
C 0.913 2.597 0.444
C 2.134 3.288 0.951
C 3.424 2.779 0.277
C 3.252 2.178 -1.081
H 4.879 1.160 -3.866
H -0.012 2.744 0.993
H 1.978 4.364 1.021
H 4.224 3.513 0.309
S -1.889 -4.161 -3.624
C -0.232 -3.909 -3.934
C 0.292 -3.093 -2.990
N -0.597 -2.651 -2.034
C -1.793 -3.138 -2.287
H 0.264 -4.357 -4.778
H 1.312 -2.747 -2.973
H -2.661 -2.940 -1.675
N -2.659 5.116 -2.008
C -3.628 4.882 -1.088
O -4.706 5.432 -1.103
C -3.318 3.886 0.002
C -4.058 3.965 1.176
C -3.842 3.022 2.164
C -2.918 2.016 1.924
N -2.209 1.912 0.800
C -2.405 2.852 -0.131
H -2.849 5.811 -2.712
H -1.712 4.813 -1.880
H -4.791 4.754 1.281
H -4.385 3.050 3.098
H -2.754 1.246 2.673
H -1.826 2.745 -1.044
```

---

(2)
Formula: C37H33F6N7O6S3Ta
Source: OMol25
Level of theory: ωB97M-V/def2-TZVPD

Computed properties:
E_LUMO (alpha / beta) (hartree): -0.1664 / -0.1664
Total charge: +1

The geometry in XYZ format:
```
93
C37H33F6N7O6S3Ta | OMol25 | ωB97M-V/def2-TZVPD
Ta -1.611 0.344 0.741
N -0.975 -2.685 4.079
C -1.132 -1.999 2.911
S -2.356 -0.761 2.869
N -0.355 -2.268 1.920
N -0.666 -1.548 0.786
C -0.380 -2.232 -0.358
C 0.412 -3.489 -0.360
C -0.148 -4.687 -0.795
C 0.614 -5.849 -0.834
C 1.943 -5.824 -0.433
C 2.505 -4.635 0.017
C 1.743 -3.476 0.056
C -1.012 -1.728 -1.475
C -0.890 -2.272 -2.790
C -1.679 -1.813 -3.798
C -2.590 -0.764 -3.528
C -2.600 -0.207 -2.291
N -1.833 -0.628 -1.238
H -1.700 -2.622 4.769
H -0.437 -3.533 4.039
H -1.191 -4.707 -1.095
H 0.165 -6.776 -1.170
H 2.535 -6.731 -0.458
H 3.538 -4.613 0.347
H 2.173 -2.555 0.440
H -0.209 -3.100 -2.940
H -1.621 -2.255 -4.787
H -3.254 -0.373 -4.288
H -3.241 0.622 -2.116
C 1.907 0.605 5.344
C 1.287 -0.322 4.291
C 2.064 -0.317 2.996
C 3.325 -0.917 2.975
C 4.125 -0.898 1.848
C 3.672 -0.249 0.709
C 2.423 0.357 0.695
C 1.968 1.037 -0.566
C 1.760 2.540 -0.524
C 1.601 0.291 1.825
N 0.301 0.912 1.797
C 0.210 2.005 2.534
C -1.000 2.631 2.714
C -1.374 3.701 3.539
C -2.749 3.775 3.463
C -3.161 2.748 2.595
N -2.117 2.055 2.119
H 1.373 0.517 6.292
H 1.867 1.654 5.035
H 2.955 0.355 5.521
H 0.247 -0.045 4.122
H 1.274 -1.339 4.680
H 3.678 -1.413 3.875
H 5.095 -1.382 1.858
H 4.297 -0.200 -0.178
H 0.831 -0.532 -0.962
H 2.736 0.843 -1.324
H 1.015 2.838 0.208
H 1.415 2.890 -1.503
H 2.705 3.033 -0.297
H 1.100 2.393 3.021
H -0.703 4.311 4.129
H -3.405 4.463 3.975
H -4.181 2.496 2.365
F -1.744 4.693 0.517
C -2.321 4.732 -0.669
F -1.447 5.144 -1.580
F -3.365 5.534 -0.648
S -2.838 3.034 -1.182
O -1.775 2.158 -0.639
O -2.927 3.059 -2.607
N -4.201 2.895 -0.417
S -4.835 1.545 0.069
O -5.731 1.727 1.156
O -3.811 0.488 0.204
C -5.931 0.963 -1.299
F -6.215 -0.310 -1.089
F -5.344 1.114 -2.479
F -7.026 1.694 -1.263
O -0.499 1.224 -3.378
C 0.515 0.822 -3.538
O 0.731 0.437 -1.002
C 1.826 0.461 -3.894
C 2.431 -0.690 -3.384
C 3.722 -0.972 -3.761
C 4.400 -0.115 -4.627
C 3.787 1.028 -5.133
C 2.495 1.331 -4.766
H 1.875 -1.356 -2.733
H 4.205 -1.863 -3.380
H 5.419 -0.344 -4.914
H 4.320 1.683 -5.811
H 1.992 2.212 -5.150
```

---

(3)
Formula: C37H33FNOPS6Ti
Source: OMol25
Level of theory: ωB97M-V/def2-TZVPD

Computed properties:
<S²>: 2.02
Spin multiplicity: 3
E_LUMO (alpha / beta) (hartree): 0.1555 / 0.1553
Total charge: -2

The geometry in XYZ format:
```
81
C37H33FNOPS6Ti | OMol25 | ωB97M-V/def2-TZVPD
Ti -0.760 0.332 -0.225
O -0.942 1.387 1.381
N -1.281 2.707 1.362
C -1.119 3.431 2.528
C -1.455 4.749 2.560
C -1.988 5.380 1.426
C -2.163 4.594 0.253
C -1.815 3.273 0.220
S -1.948 2.244 -1.181
H -0.693 2.872 3.345
H -1.282 5.299 3.474
H -2.225 6.433 1.431
H -2.553 5.026 -0.658
C -0.612 -2.855 2.195
C -0.255 -4.037 1.335
C -0.286 -5.302 1.910
C 0.006 -6.444 1.183
C 0.321 -6.322 -0.160
C 0.352 -5.067 -0.745
C 0.091 -3.912 -0.014
P 0.215 -2.250 -0.799
C 1.346 -2.263 -2.266
C 2.410 -3.160 -2.331
C 3.289 -3.192 -3.397
C 3.128 -2.284 -4.434
C 2.082 -1.383 -4.380
C 1.167 -1.361 -3.327
C 0.032 -0.377 -3.467
C -1.347 -2.533 -1.896
C -1.390 -3.307 -3.051
C -2.517 -3.365 -3.857
C -3.639 -2.627 -3.499
C -3.626 -1.881 -2.335
C -2.502 -1.833 -1.501
C -2.496 -1.013 -0.258
H -0.257 -3.011 3.210
H -1.694 -2.726 2.235
H -0.173 -1.931 1.814
H -0.530 -5.384 2.962
H -0.011 -7.414 1.662
H 0.545 -7.199 -0.755
H 0.586 -4.992 -1.800
H 2.552 -3.842 -1.505
H 4.102 -3.907 -3.407
H 3.815 -2.272 -5.271
H 1.959 -0.663 -5.180
H 0.395 0.527 -3.963
H -0.439 -0.039 -2.531
H -0.769 -0.811 -4.074
H -0.501 -3.840 -3.373
H -2.511 -3.956 -4.764
H -4.524 -2.639 -4.125
H -4.507 -1.316 -2.047
H -2.411 -1.641 0.635
H -3.403 -0.402 -0.168
F 3.600 -5.945 4.469
C 3.297 -4.993 3.525
C 3.632 -5.215 2.206
C 3.323 -4.253 1.259
C 2.664 -3.048 1.583
C 2.257 -2.080 0.584
C 2.376 -2.873 2.953
C 2.678 -3.824 3.914
H 4.124 -6.138 1.926
H 3.595 -4.443 0.230
H 2.999 -1.937 -0.198
H 1.990 -1.109 1.025
H 1.891 -1.954 3.261
H 2.440 -3.662 4.959
C 3.711 0.560 2.441
S 1.984 1.092 2.594
C 2.042 2.474 1.514
C 1.878 2.446 0.176
S 1.657 1.093 -0.892
S 2.026 4.023 -0.586
C 2.451 4.962 0.793
S 2.757 6.587 0.753
S 2.419 4.027 2.228
H 3.846 -0.280 3.117
H 4.384 1.373 2.713
H 3.894 0.228 1.422
```

---

(4)
Formula: C37H33HgIN2O4PS
Source: OMol25
Level of theory: ωB97M-V/def2-TZVPD

Computed properties:
<S²>: 0.77
Spin multiplicity: 2
E_LUMO (alpha / beta) (hartree): 0.1661 / 0.1660
Total charge: -2

The geometry in XYZ format:
```
80
C37H33HgIN2O4PS | OMol25 | ωB97M-V/def2-TZVPD
Hg -0.400 0.620 -0.464
C -4.413 4.066 -0.911
C -2.955 3.901 -1.351
C -1.963 4.556 -0.423
C -1.702 5.916 -0.540
C -0.745 6.533 0.246
C 0.005 5.775 1.132
C -0.214 4.412 1.268
C 0.654 3.575 2.171
C -0.026 3.143 3.476
C -1.236 3.812 0.518
N -1.499 2.443 0.700
C -2.579 2.074 1.288
C -2.936 0.707 1.410
C -3.982 0.135 2.146
C -3.886 -1.239 1.945
C -2.795 -1.432 1.089
N -2.217 -0.271 0.764
H -5.084 3.621 -1.648
H -4.668 5.124 -0.804
H -4.592 3.573 0.045
H -2.819 4.340 -2.341
H -2.709 2.844 -1.451
H -2.249 6.493 -1.278
H -0.557 7.596 0.147
H 0.785 6.245 1.722
H 1.561 4.136 2.407
H 0.949 2.678 1.619
H -0.394 4.009 4.031
H 0.679 2.601 4.109
H -0.861 2.477 3.266
H -3.245 2.816 1.739
H -4.695 0.675 2.752
H -4.507 -2.013 2.371
H -2.418 -2.372 0.721
I 3.293 0.070 -2.116
C 4.443 -1.236 -0.882
C 5.731 -0.906 -0.483
C 6.480 -1.798 0.276
C 5.989 -3.060 0.543
C 4.705 -3.450 0.103
C 4.249 -4.784 0.215
C 3.005 -5.150 -0.293
C 2.133 -4.189 -0.761
C 2.496 -2.822 -0.821
P 1.067 -1.674 -0.728
C 0.114 -2.270 -2.181
C -1.279 -2.251 -2.177
C -1.991 -2.619 -3.307
C -1.321 -2.975 -4.468
C 0.066 -2.952 -4.493
C 0.780 -2.603 -3.357
C 0.280 -2.404 0.776
C -0.366 -3.631 0.942
C -0.759 -4.057 2.204
C -0.526 -3.280 3.325
C 0.117 -2.054 3.179
C 0.520 -1.639 1.926
C 3.860 -2.465 -0.514
H 6.151 0.049 -0.777
H 7.464 -1.512 0.634
H 6.594 -3.784 1.081
H 4.901 -5.528 0.662
H 2.711 -6.196 -0.308
H 1.162 -4.487 -1.138
H -1.807 -1.935 -1.286
H -3.075 -2.613 -3.290
H -1.877 -3.253 -5.356
H 0.595 -3.207 -5.404
H 1.862 -2.578 -3.377
H -0.593 -4.244 0.079
H -1.270 -5.008 2.310
H -0.833 -3.622 4.307
H 0.289 -1.423 4.043
H 1.041 -0.692 1.818
O 1.267 1.732 -3.577
S 0.276 2.163 -2.586
O -0.286 3.452 -2.940
O -0.827 1.114 -2.482
O 0.886 2.203 -1.188
```

---

(5)
Formula: C37H33N3PtSSb2
Source: OMol25
Level of theory: ωB97M-V/def2-TZVPD

Computed properties:
<S²>: 2.01
Spin multiplicity: 3
E_LUMO (alpha / beta) (hartree): -0.2020 / -0.3004
Total charge: +2

The geometry in XYZ format:
```
77
C37H33N3PtSSb2 | OMol25 | ωB97M-V/def2-TZVPD
Pt 0.278 1.508 0.396
C -0.625 -1.415 1.609
C 0.194 -2.463 0.874
C 1.649 -2.041 0.725
Sb 1.766 -0.310 -0.540
C 3.817 0.228 -0.579
C 4.247 1.171 -1.500
C 5.570 1.573 -1.495
C 6.451 1.044 -0.565
C 6.014 0.105 0.356
C 4.692 -0.301 0.354
C 1.338 -1.228 -2.436
C 1.166 -0.450 -3.573
C 0.901 -1.053 -4.791
C 0.815 -2.432 -4.882
C 1.001 -3.208 -3.752
C 1.258 -2.609 -2.532
Sb -2.387 -0.466 0.553
C -3.278 -2.307 -0.140
C -3.835 -2.414 -1.406
C -4.396 -3.614 -1.809
C -4.420 -4.700 -0.948
C -3.859 -4.592 0.316
C -3.296 -3.396 0.723
C -2.542 0.682 -1.338
C -1.486 1.149 -2.092
C -1.736 1.771 -3.307
C -3.038 1.937 -3.747
C -4.096 1.516 -2.957
C -3.851 0.899 -1.742
H -0.017 -0.570 1.926
H -1.125 -1.830 2.483
H -0.235 -2.687 -0.108
H 0.157 -3.393 1.448
H 2.246 -2.838 0.283
H 2.074 -1.801 1.699
H 3.552 1.583 -2.221
H 5.907 2.306 -2.212
H 7.478 1.369 -0.553
H 6.695 -0.310 1.082
H 4.346 -1.032 1.073
H 1.257 0.628 -3.514
H 0.764 -0.444 -5.670
H 0.609 -2.902 -5.831
H 0.951 -4.285 -3.813
H 1.412 -3.234 -1.665
H -3.833 -1.575 -2.085
H -4.830 -3.696 -2.795
H -4.885 -5.625 -1.257
H -3.879 -5.437 0.988
H -2.881 -3.316 1.719
H -0.458 1.023 -1.755
H -0.910 2.117 -3.910
H -3.231 2.403 -4.699
H -5.113 1.669 -3.282
H -4.679 0.584 -1.119
N -0.298 3.565 4.091
C -0.015 2.441 4.827
C -0.034 2.206 6.194
C 0.336 0.946 6.617
C 0.736 -0.037 5.705
C 0.749 0.189 4.346
C 0.349 1.445 3.890
N 0.237 1.987 2.629
C -0.134 3.251 2.789
C -0.324 4.141 1.666
C -0.329 5.510 1.630
S -0.520 6.074 0.027
C -0.589 4.450 -0.507
N -0.476 3.561 0.435
H -0.592 4.454 4.464
H -0.310 2.977 6.896
H 0.332 0.715 7.670
H 1.045 -0.999 6.083
H 1.079 -0.580 3.669
H -0.198 6.202 2.437
H -0.724 4.208 -1.544
```